[1]
# C18H26NPtS3Sb

A structure of composition C18H26NPtS3Sb in a non-equilibrium geometry (ωB97M-V/def2-TZVPD, the OMol25 dataset).

Results
Net charge ... +1
Spin multiplicity ... 2
HOMO-LUMO gap (spin up / spin down) ... 4.4 / 4.3 eV

Atoms and positions in Å:
Pt 0.8485 -0.4995 0.4711
C 1.0256 2.3180 2.6091
C 0.6843 1.8235 1.2346
C -0.6547 1.5971 0.8486
C -1.7479 1.6185 1.8855
C -0.9678 1.4105 -0.5164
C -2.4039 1.3157 -0.9375
C 0.0561 1.3489 -1.4916
C -0.3090 1.1503 -2.9391
C 1.3996 1.4916 -1.1055
C 2.5101 1.5454 -2.1136
C 1.7227 1.6375 0.2771
C 3.1632 1.7739 0.7045
H 1.3066 1.4982 3.2766
H 0.1807 2.8426 3.0474
H 1.8622 3.0113 2.5563
H -2.2021 2.6100 1.9573
H -1.3619 1.3533 2.8665
H -2.5327 0.9078 1.6339
H -2.7261 0.2697 -0.9787
H -2.5520 1.7499 -1.9227
H -3.0539 1.8378 -0.2412
H -0.5432 2.1125 -3.4027
H -1.1816 0.5088 -3.0390
H 0.5025 0.6962 -3.4997
H 2.9854 0.5670 -2.2351
H 3.2758 2.2478 -1.7923
H 2.1493 1.8746 -3.0833
H 3.4996 2.8109 0.6139
H 3.8059 1.1512 0.0873
H 3.2869 1.4635 1.7393
S 0.7926 -4.2646 1.3380
Sb 2.7735 -3.0716 1.7323
S 2.6836 -1.7808 -0.3737
S 1.5984 -1.1279 2.6889
C -1.6832 -2.0137 2.3522
C -1.6426 -2.3400 0.9174
C -2.5022 -3.2518 0.2268
C -2.0610 -3.3152 -1.0616
C -0.9319 -2.4433 -1.1566
C -0.0534 -2.2716 -2.3286
N -0.7274 -1.8468 0.0447
H -2.7123 -1.9289 2.7051
H -1.1272 -1.1047 2.5678
H -1.2112 -2.8303 2.9080
H -3.3248 -3.7810 0.6797
H -2.4538 -3.9082 -1.8717
H -0.6316 -2.2657 -3.2532
H 0.6317 -3.1247 -2.3759
H 0.5548 -1.3737 -2.2501


[2]
# C6H12O2

A cluster of 3 separate species, C6H12O2 in total in a non-equilibrium geometry (ωB97M-V/def2-TZVPD, the OMol25 dataset).

Results
Net charge ... +1
Spin multiplicity ... 2
HOMO-LUMO gap (spin up / spin down) ... 8.3 / 7.8 eV

Atoms and positions in Å:
C 0.1299 -1.2904 0.6757
C 0.8165 -1.8210 -0.5295
C -0.7375 0.8969 -0.5107
C -0.5354 -0.0706 0.5831
C -0.0492 0.4278 1.8690
C 0.7471 1.5284 2.0315
H 0.0844 -1.9480 1.5328
H 1.8991 -1.6139 -0.5596
H 0.7650 -2.9019 -0.4580
H -0.2684 1.8577 -0.3446
H -0.3931 0.4568 -1.4471
H -0.4112 -0.1184 2.7291
H 1.0192 1.8110 3.0401
H 1.0452 2.1020 1.1715
H 0.9485 3.1021 -2.2615
H -1.7616 1.1170 -0.8244
O 0.2818 2.3850 -2.2463
H -2.5006 -2.4562 -1.6606
H 0.5143 -1.2670 -1.4053
O -1.5941 -2.1973 -1.3853


The records above give, respectively, ΔE to the lowest compared entry with this formula, charge and spin values of 1.185 7.170 eV.